[1]
A 6-piece molecular cluster, C45H60F40NO8S3 overall in a non-equilibrium geometry. Source: the OMol25 dataset; level of theory: wB97M-V/def2-TZVPD.

Last column: Löwdin charge in e.
Atoms and positions in Å:
C 6.4485 -4.3003 -0.4984  -0.112
C 7.2242 -3.7791 -1.7115  -0.247
C 6.3601 -3.6382 -2.9900  -0.182
C 6.3415 -2.2115 -3.5810  -0.204
C 4.9467 -1.6024 -3.7603  -0.203
C 4.0606 -1.6203 -2.4899  -0.179
C 2.7355 -2.4221 -2.6865  -0.142
C 2.6873 -3.6667 -1.7870  -0.175
N 1.6355 -3.6263 -0.7318  -0.168
C 1.7466 -2.4458 0.1273  -0.243
C 0.5729 -2.3140 1.1061  -0.178
C -0.6975 -1.9250 0.2793  -0.173
C -1.7714 -3.0371 0.2831  -0.173
C -2.4507 -3.1484 -1.1115  -0.216
C -1.8684 -4.3219 -1.8879  -0.236
C -2.4234 -4.4393 -3.3222  -0.247
C -1.2825 -4.2805 -4.3439  -0.104
C 1.7343 -4.8343 -0.0384  -1.086
S 2.4181 -5.0750 1.4211  0.705
S 1.0722 -6.2335 -0.9346  0.891
C 2.5071 -7.3795 -0.9160  -0.455
C 2.8646 -7.9597 -2.2903  -0.290
C 2.9783 -6.9245 -3.3941  -0.289
S 3.7320 -7.6300 -4.8777  0.327
O 3.1918 -6.8436 -5.9687  -0.385
O 5.1580 -7.4093 -4.6902  -0.391
O 3.3543 -8.9997 -4.8632  -0.356
H 7.0415 -4.2518 0.4170  0.065
H 5.5612 -3.6851 -0.3513  0.043
H 6.1789 -5.3477 -0.6327  0.075
H 8.0335 -4.4818 -1.9132  0.098
H 7.6574 -2.8104 -1.4573  0.090
H 5.3526 -4.0225 -2.8367  0.094
H 6.8035 -4.2940 -3.7374  0.108
H 6.9802 -1.5257 -3.0220  0.096
H 6.7787 -2.2552 -4.5817  0.102
H 4.4338 -2.0280 -4.6212  0.106
H 5.1027 -0.5461 -4.0047  0.097
H 4.6499 -2.0227 -1.6664  0.090
H 3.7759 -0.6053 -2.2081  0.097
H 1.8967 -1.7633 -2.4711  0.095
H 2.6596 -2.7398 -3.7222  0.105
H 3.6433 -3.9058 -1.3157  0.094
H 2.4414 -4.5154 -2.4173  0.075
H 2.7111 -2.4185 0.6493  0.102
H 1.7167 -1.5295 -0.4606  0.104
H 0.8297 -1.4899 1.7692  0.087
H 0.4143 -3.2272 1.6671  0.068
H -0.3842 -1.7911 -0.7566  0.092
H -1.0933 -0.9704 0.6297  0.095
H -1.3210 -4.0045 0.5081  0.098
H -2.5035 -2.8061 1.0592  0.096
H -2.1844 -2.2446 -1.6636  0.106
H -3.5248 -3.2243 -1.0126  0.081
H -2.0082 -5.2568 -1.3427  0.103
H -0.7900 -4.1566 -1.9566  0.072
H -3.2010 -3.6931 -3.4899  0.096
H -2.8257 -5.4414 -3.4758  0.097
H -1.6445 -4.2203 -5.3689  0.065
H -0.6168 -5.1387 -4.2559  0.072
H -0.7129 -3.3895 -4.0737  0.066
H 3.3641 -6.8104 -0.5578  0.047
H 2.3270 -8.1536 -0.1730  0.067
H 2.2030 -8.7824 -2.5569  0.105
H 3.8619 -8.3947 -2.1821  0.116
H 3.6862 -6.1601 -3.0770  0.076
H 2.0178 -6.4892 -3.6584  0.071
C -4.5493 1.3616 4.9658  -0.034
C -5.2658 0.0942 4.4792  -0.434
C -4.4385 -1.1876 4.3724  -0.309
F -3.4415 -1.0636 3.4782  0.100
F -5.2432 -2.1866 3.9533  0.102
F -5.8916 0.3531 3.3024  0.119
F -6.2422 -0.1650 5.3919  0.111
O -4.1224 2.3170 3.9966  0.019
C -2.8966 2.1939 3.3691  -0.528
C -3.0267 2.0188 1.8531  -0.279
F -3.7392 0.9165 1.5558  0.103
F -1.7930 1.8800 1.3211  0.106
F -2.1652 1.2177 3.9374  0.148
F -2.2321 3.3504 3.6068  0.142
H -5.2998 1.9032 5.5406  0.134
H -3.7546 1.1285 5.6732  0.150
H -4.0204 -1.4629 5.3447  0.176
H -3.5204 2.8864 1.4087  0.177
C -5.4365 6.6323 3.9642  -0.037
C -6.0490 5.5258 4.8418  -0.435
C -6.7527 4.3667 4.1353  -0.302
F -7.8220 4.7735 3.4264  0.103
F -7.2033 3.4838 5.0649  0.091
F -6.8704 6.0833 5.7583  0.134
F -5.0122 4.9659 5.5306  0.103
O -6.1689 7.8385 3.7997  0.046
C -7.1162 7.9841 2.8094  -0.537
C -8.5120 8.2346 3.3876  -0.287
F -8.9015 7.2083 4.1674  0.102
F -9.4012 8.3506 2.3751  0.100
F -7.1038 6.9483 1.9495  0.151
F -6.7761 9.0845 2.0990  0.143
H -4.5436 6.9472 4.5026  0.150
H -5.0796 6.2432 3.0105  0.146
H -6.0648 3.8358 3.4726  0.160
H -8.5179 9.1505 3.9821  0.175
C 2.7928 3.9105 1.1711  -0.038
C 3.1285 5.0186 2.1920  -0.428
C 4.3111 4.8108 3.1438  -0.305
F 4.1272 3.7510 3.9511  0.104
F 4.4330 5.9084 3.9354  0.089
F 2.0216 5.3150 2.9064  0.132
F 3.4329 6.1338 1.4576  0.094
O 1.7331 3.0243 1.5072  0.046
C 1.9575 1.8859 2.2519  -0.524
C 1.2049 1.9225 3.5845  -0.277
F 1.5905 2.9849 4.3242  0.098
F 1.4764 0.8113 4.3068  0.104
F 3.2767 1.6693 2.4272  0.151
F 1.4990 0.8511 1.5098  0.144
H 2.4193 4.4414 0.2957  0.153
H 3.6658 3.3736 0.8265  0.122
H 5.2412 4.6819 2.5937  0.148
H 0.1284 1.9908 3.4251  0.147
C 6.9528 5.9428 -0.0063  -0.037
C 6.4364 4.5901 -0.5332  -0.417
C 7.4648 3.4915 -0.8150  -0.306
F 8.3275 3.8542 -1.7801  0.105
F 6.8146 2.3852 -1.2395  0.104
F 5.6598 4.7980 -1.6128  0.145
F 5.6157 4.0880 0.4497  0.068
O 7.0855 7.0112 -0.9301  0.049
C 8.2347 7.1957 -1.6709  -0.534
C 7.9691 7.0767 -3.1745  -0.287
F 7.4842 5.8592 -3.4814  0.105
F 9.1301 7.2470 -3.8467  0.101
F 9.2258 6.3801 -1.2653  0.151
F 8.6520 8.4612 -1.4374  0.143
H 6.1739 6.2911 0.6728  0.140
H 7.8456 5.8251 0.6085  0.149
H 8.0226 3.2387 0.0917  0.175
H 7.2498 7.8335 -3.4945  0.176
C -8.2342 -2.0488 -0.3883  -0.036
C -6.7270 -2.2409 -0.6364  -0.440
C -5.8417 -0.9915 -0.6292  -0.295
F -6.1829 -0.1327 -1.6141  0.096
F -4.5581 -1.3607 -0.8376  0.087
F -6.5439 -2.9365 -1.7804  0.135
F -6.2772 -3.0289 0.3767  0.109
O -9.1042 -2.0390 -1.5142  0.045
C -9.3743 -0.8861 -2.2151  -0.537
C -8.9057 -0.9792 -3.6702  -0.287
F -7.5788 -1.1833 -3.7369  0.107
F -9.1823 0.1861 -4.3033  0.095
F -8.8848 0.2046 -1.5957  0.148
F -10.7227 -0.7469 -2.2384  0.137
H -8.5376 -2.9396 0.1599  0.148
H -8.4319 -1.2121 0.2821  0.146
H -5.8970 -0.4711 0.3299  0.162
H -9.4146 -1.7988 -4.1817  0.175

## Properties
orbital gap = 6.09 eV
net charge = -1
max |F| = 2.47 eV Å⁻¹
HOMO energy = -5.02 eV

[2]
C45H63IN8RuSi4Te as an isolated structure in a non-equilibrium geometry. Source: the OMol25 dataset; level of theory: wB97M-V/def2-TZVPD.

Last column: Löwdin charge in e.
Atoms and positions in Å:
Ru 0.4608 0.2456 -0.4280  0.860
C -3.3049 0.1778 -2.7404  -0.047
C -2.1947 -0.3362 -2.0784  -0.162
N -1.6017 0.2766 -1.0633  -0.041
C -2.1663 1.4394 -0.6020  -0.203
C -3.2980 2.0305 -1.2195  -0.186
C -3.8573 1.3667 -2.3302  -0.023
C -3.7865 3.2577 -0.7248  -0.068
C -3.1630 3.8650 0.3394  -0.095
C -2.0824 3.2702 0.9909  -0.036
C -1.5746 2.0376 0.5629  -0.245
N -0.5477 1.3151 1.0897  -0.054
C -0.0209 1.3341 2.3388  -0.231
C -0.3340 2.1708 3.4116  -0.036
C 0.4328 2.1559 4.5811  -0.100
C 1.4870 1.2962 4.7494  -0.064
C 1.7478 0.3269 3.7599  -0.157
C 2.7484 -0.6588 3.8768  -0.008
C 2.8590 -1.6266 2.9135  -0.047
C 1.9842 -1.6014 1.8239  -0.175
N 1.0963 -0.6505 1.6439  0.034
C 0.9690 0.3194 2.5765  -0.156
H -3.7294 -0.3722 -3.5692  0.107
H -1.7659 -1.2889 -2.3690  0.043
H -4.7159 1.7920 -2.8348  0.112
H -4.6412 3.7173 -1.2056  0.101
H -3.5131 4.8330 0.6769  0.102
H -1.6072 3.7943 1.8031  0.084
H -1.1640 2.8555 3.3555  0.079
H 0.1995 2.8697 5.3624  0.100
H 2.1033 1.3318 5.6390  0.102
H 3.4060 -0.6492 4.7376  0.113
H 3.6035 -2.4081 2.9851  0.100
H 2.0034 -2.3800 1.0693  0.030
C 1.0929 4.7160 -0.3675  -0.058
C 1.7633 3.8905 0.7405  -0.382
C 1.9236 4.6971 2.0284  -0.073
C 3.0668 3.3448 0.2022  -0.168
C 4.1930 4.1419 0.1357  -0.085
C 5.3779 3.6982 -0.4354  -0.135
C 5.4037 2.4350 -1.0173  -0.079
C 4.3011 1.6068 -1.0084  -0.161
C 4.3045 0.2389 -1.6494  -0.386
C 4.5664 -0.8209 -0.5729  -0.068
C 5.2972 0.1038 -2.8008  -0.075
C 3.0880 2.0112 -0.3376  -0.287
N 2.0772 1.1721 -0.2258  -0.067
H 0.0711 5.0001 -0.0971  0.061
H 1.0682 4.1251 -1.2855  0.062
H 1.6704 5.6210 -0.5699  0.078
H 1.1268 3.0356 0.9579  0.086
H 2.4253 5.6506 1.8476  0.064
H 2.5076 4.1294 2.7542  0.081
H 0.9456 4.9084 2.4691  0.064
H 4.1490 5.1497 0.5365  0.097
H 6.2573 4.3307 -0.4436  0.075
H 6.3185 2.1036 -1.4962  0.094
H 3.2935 0.0787 -2.0396  0.074
H 5.5652 -0.6813 -0.1496  0.090
H 4.4850 -1.8307 -0.9851  0.036
H 3.8348 -0.7117 0.2270  0.048
H 6.3268 0.1197 -2.4355  0.075
H 5.1702 0.9175 -3.5172  0.086
H 5.1366 -0.8437 -3.3145  0.028
C 1.1583 -6.7309 -4.4962  -0.216
Si 0.5926 -5.0979 -3.6915  0.336
C -0.8968 -5.5854 -2.6179  -0.222
C -0.0599 -4.0034 -5.0999  -0.225
Si 2.2795 -3.9130 -2.5168  0.034
Te 0.9412 -1.9591 -1.5930  0.516
Si 3.0494 -5.2931 -0.7627  0.341
C 1.6595 -5.9408 0.3579  -0.213
C 3.8855 -6.8299 -1.5159  -0.222
C 4.3475 -4.5213 0.3898  -0.209
Si 4.1045 -3.6478 -4.0274  0.379
C 4.4357 -5.1788 -5.1192  -0.228
C 3.7340 -2.2456 -5.2603  -0.226
C 5.8265 -3.3697 -3.2520  -0.225
H 0.3548 -7.1954 -5.0717  0.025
H 1.4807 -7.4488 -3.7395  0.009
H 1.9990 -6.5732 -5.1703  -0.007
H -1.7244 -5.9675 -3.2193  0.026
H -1.2614 -4.7219 -2.0573  -0.006
H -0.6302 -6.3596 -1.8957  0.011
H -0.9235 -4.4423 -5.6040  0.023
H 0.7136 -3.8277 -5.8511  0.013
H -0.3583 -3.0307 -4.7029  0.002
H 0.9717 -6.5818 -0.1961  0.009
H 1.0782 -5.1144 0.7730  0.011
H 2.0544 -6.5206 1.1949  0.025
H 3.2040 -7.3529 -2.1892  0.005
H 4.2097 -7.5391 -0.7511  0.024
H 4.7637 -6.5447 -2.0991  0.008
H 3.9685 -3.6139 0.8632  -0.007
H 5.2520 -4.2492 -0.1577  0.019
H 4.6329 -5.2166 1.1826  0.028
H 3.6093 -5.3843 -5.8002  0.004
H 4.5855 -6.0698 -4.5057  0.012
H 5.3329 -5.0364 -5.7258  0.027
H 3.1399 -2.6234 -6.0951  0.016
H 4.6394 -1.7964 -5.6719  0.026
H 3.1558 -1.4510 -4.7849  0.001
H 6.2514 -4.3214 -2.9239  0.020
H 5.8057 -2.7042 -2.3888  -0.009
H 6.5178 -2.9357 -3.9777  0.032
I -4.5082 -4.6407 -0.1154  0.789
C -3.3753 -3.0155 0.5184  -0.766
C -3.8492 -1.7910 0.9259  -0.166
N -2.7562 -1.0828 1.2758  -0.014
N -1.6216 -1.7545 1.0919  0.037
C -1.9745 -2.9430 0.6417  -0.234
H -4.8483 -1.3946 0.9770  0.110
H -2.7065 -0.1290 1.5933  0.138
H -1.2392 -3.6980 0.4206  0.076
N -0.4088 2.4136 -2.8205  -0.004
C -0.9069 2.5718 -4.0608  -0.106
C -0.2981 1.6245 -4.8493  -0.069
C 0.5450 0.9189 -3.9733  -0.168
N 0.4614 1.4011 -2.7443  0.003
H -0.6830 2.8975 -1.9816  0.127
H -1.6486 3.3205 -4.2792  0.114
H -0.4389 1.4517 -5.9015  0.088
H 1.1992 0.0906 -4.1895  0.071

## Properties
orbital gap (spin up / spin down) = 4.80 / 4.57 eV
net charge = -1
max |F| = 2.84 eV Å⁻¹
HOMO energy (spin up / spin down) = -2.99 / -2.74 eV
⟨S²⟩ = 1.1151
spin multiplicity = 2

[3]
C45H64B3Br2F4N11O5Y as an isolated structure in a non-equilibrium geometry. Source: the OMol25 dataset; level of theory: wB97M-V/def2-TZVPD.

Last column: Löwdin charge in e.
Atoms and positions in Å:
Y 1.6873 -0.3072 -0.3783  1.638
C 3.6807 -4.4406 -1.8664  0.017
C 2.6600 -3.4796 -1.3749  -0.237
N 2.8918 -2.3356 -0.8581  -0.038
O 4.1978 -2.0923 -0.4924  0.028
B 4.3980 -2.7161 0.8629  -1.056
F 3.9636 -4.0393 0.8991  0.162
F 5.7005 -2.5449 1.2112  0.171
O 3.5822 -2.0119 1.9972  0.047
N 2.3896 -1.5572 1.8419  0.050
C 1.9064 -1.0032 2.9262  -0.219
C 2.7091 -0.9001 4.1955  0.006
C 0.5777 -0.4144 2.8856  -0.124
N -0.3324 -0.7395 2.0007  -0.033
O -0.0791 -1.4457 0.8982  -0.071
B -0.9460 -2.9306 0.6747  -1.009
F -2.2498 -2.7226 1.0464  0.202
F -0.2520 -3.7620 1.5173  0.198
O -0.8350 -3.1423 -0.7257  0.073
N 0.4675 -2.8494 -1.0975  0.078
C 1.2029 -3.8548 -1.3113  -0.236
C 0.7995 -5.2915 -1.2957  0.031
C 0.2395 0.6684 3.8618  0.041
H 4.6635 -3.9816 -1.8674  0.100
H 3.4078 -4.7553 -2.8778  0.099
H 3.7129 -5.3247 -1.2312  0.104
H 3.2363 0.0575 4.2453  0.090
H 3.4598 -1.6823 4.1993  0.096
H 2.0816 -1.0114 5.0793  0.088
H -0.2786 -5.3833 -1.3615  0.092
H 1.1354 -5.7472 -0.3589  0.115
H 1.2719 -5.8316 -2.1174  0.093
H 0.9221 0.6623 4.7020  0.096
H -0.7791 0.6479 4.2247  0.076
H 0.3774 1.6017 3.3080  0.081
C -2.4563 -1.0493 5.6699  -0.042
C -1.9586 -1.6787 4.3655  -0.335
C -2.4443 -3.1307 4.2364  -0.021
C -2.4339 -0.8791 3.1825  -0.144
C -3.7066 -0.5381 2.8433  0.074
C -3.6684 0.0036 1.5517  -0.142
C -4.9337 0.3320 0.8073  -0.353
C -5.8150 1.2762 1.6306  -0.045
C -5.6893 -0.9849 0.5427  -0.031
N -2.3998 0.0652 1.1050  0.212
N -1.6533 -0.4110 2.1713  0.048
B -1.8661 0.7468 -0.3124  -0.406
N -1.3403 -0.1936 -1.4457  0.068
N -0.0356 -0.1830 -1.9090  -0.029
C -0.0607 -0.7174 -3.1398  -0.240
C -1.3648 -1.0792 -3.4722  0.039
C -2.1392 -0.7411 -2.3929  -0.191
C -3.6124 -0.9813 -2.2565  -0.348
C -3.8968 -2.4864 -2.2220  -0.038
C -4.3928 -0.3083 -3.3874  -0.032
C 1.0739 -0.9569 -4.1226  -0.319
C 1.1172 -2.4309 -4.5566  -0.040
C 2.4761 -0.4861 -3.7482  -0.037
N -0.9128 1.9073 -0.0198  0.036
N 0.3074 1.7918 0.6233  0.084
C 0.7228 3.0511 0.8445  -0.236
C -0.1439 3.9504 0.2178  0.008
C -1.1645 3.2108 -0.3158  -0.203
C -2.3457 3.8253 -1.0264  -0.338
C -3.5607 3.9486 -0.1059  -0.038
C -2.7049 3.2220 -2.3916  -0.042
C 1.8200 3.6062 1.7492  -0.328
C 2.8514 2.6777 2.3792  -0.050
C 1.1420 4.4145 2.8726  -0.057
H -2.1698 -0.0003 5.7687  0.078
H -2.0466 -1.5970 6.5202  0.093
H -3.5465 -1.1067 5.7299  0.089
H -0.8691 -1.7015 4.3776  0.126
H -3.5365 -3.1672 4.2072  0.094
H -2.0585 -3.6056 3.3352  0.071
H -2.1061 -3.7012 5.1038  0.095
H -4.5926 -0.7301 3.4282  0.139
H -4.6969 0.8196 -0.1319  0.101
H -6.1312 0.8081 2.5651  0.081
H -5.3118 2.2126 1.8713  0.079
H -6.7159 1.5106 1.0618  0.095
H -6.1322 -1.3500 1.4731  0.090
H -6.4982 -0.8125 -0.1706  0.097
H -5.0408 -1.7708 0.1572  0.070
H -2.8779 1.2134 -0.7107  0.098
H -1.7021 -1.5288 -4.3942  0.128
H -3.9364 -0.5574 -1.3140  0.078
H -3.6280 -2.9460 -3.1769  0.090
H -3.3237 -2.9819 -1.4366  0.073
H -4.9616 -2.6650 -2.0523  0.083
H -4.1100 -0.7342 -4.3534  0.086
H -5.4659 -0.4692 -3.2542  0.088
H -4.2068 0.7638 -3.4302  0.066
H 0.7764 -0.3892 -5.0069  0.144
H 1.4950 -3.0625 -3.7524  0.059
H 0.1366 -2.8087 -4.8462  0.078
H 1.7887 -2.5370 -5.4102  0.090
H 2.7644 -0.7395 -2.7278  0.038
H 3.2105 -0.9777 -4.3863  0.100
H 2.5959 0.5824 -3.8733  0.062
H -0.0469 5.0259 0.1865  0.132
H -2.0023 4.8432 -1.2153  0.134
H -3.8972 2.9642 0.2088  0.047
H -3.3202 4.5296 0.7875  0.091
H -4.3875 4.4418 -0.6245  0.094
H -3.4882 2.4715 -2.3021  0.053
H -3.0801 4.0043 -3.0540  0.089
H -1.8422 2.7552 -2.8764  0.077
H 2.3542 4.3281 1.1263  0.142
H 2.4289 1.7238 2.6951  0.048
H 3.6693 2.4593 1.7052  0.053
H 3.2789 3.1652 3.2585  0.094
H 0.6874 3.7487 3.6144  0.075
H 1.8938 5.0119 3.3908  0.087
H 0.3662 5.0843 2.5050  0.071
C 1.0987 2.8076 -2.8904  -0.022
C 2.5441 2.5520 -2.5754  -0.331
C 3.5465 3.1930 -3.3385  -0.008
C 4.8638 2.9893 -3.0577  -0.001
C 5.2316 2.1972 -1.9439  -0.182
C 6.5463 2.0483 -1.4464  -0.625
Br 8.0183 2.7402 -2.4092  0.800
C 6.7584 1.4538 -0.2425  -0.148
C 5.6760 0.9381 0.5004  -0.563
Br 6.0039 0.3922 2.2728  0.889
C 4.3992 0.9108 -0.0066  -0.405
O 3.3458 0.4149 0.6056  -0.290
C 4.1747 1.6011 -1.2351  -0.135
N 2.8530 1.7304 -1.5944  0.102
H 0.9059 2.7100 -3.9623  0.096
H 0.8416 3.8308 -2.6046  0.093
H 0.4515 2.1285 -2.3440  0.041
H 3.2493 3.8420 -4.1537  0.123
H 5.6351 3.4668 -3.6487  0.089
H 7.7580 1.3926 0.1663  0.102

## Properties
orbital gap (spin up / spin down) = 0.39 / 0.37 eV
net charge = +1
max |F| = 1.33 eV Å⁻¹
HOMO energy (spin up / spin down) = -9.79 / -9.79 eV

Across the entries above, molar mass takes the values 1599.10, 1183.97, 1196.22 u, respectively.